Arrangement 1

The following is a DFT calculation (ωB97M-V/def2-TZVPD) of the molecule C7H8.

Kohn-Sham gap: 10.46 eV
Molecular weight: 92.14 u
LUMO energy: 1.035 eV
HOMO level: -9.420 eV

```
! RIJCOSX wB97M-V def2-TZVPD def2/J DEFGRID3
* xyz 0 1
C 0.82 2.35 0.68
C 1.05 1.64 -0.27
C 0.83 0.43 -1.05
C 0.25 -0.63 -0.05
C -0.60 -1.71 -0.73
C -0.56 -0.01 1.00
C -1.24 0.47 1.87
H 0.39 2.71 1.60
H 1.73 0.03 -1.53
H 0.10 0.63 -1.85
H 1.12 -1.11 0.44
H -1.45 -1.25 -1.25
H -0.02 -2.30 -1.44
H -1.01 -2.38 0.04
H -1.87 0.85 2.64
*
```

The molecule's natural (NBO) atomic charges, reported in e, are given here: C -0.216; C -0.026; C -0.459; C -0.290; C -0.589; C 0.037; C -0.276; H 0.241; H 0.233; H 0.231; H 0.230; H 0.212; H 0.210; H 0.224; H 0.238

Arrangement 2

The following is a DFT calculation (ωB97M-V/def2-TZVPD) of the molecule C7H8.

Kohn-Sham gap: 9.54 eV
Molecular weight: 92.14 u
LUMO energy: 1.141 eV
HOMO level: -8.399 eV

```
! RIJCOSX wB97M-V def2-TZVPD def2/J DEFGRID3
* xyz 0 1
C 0.70 1.84 -0.50
C -0.60 1.49 -0.60
C -1.11 0.25 -0.01
C -0.76 -1.08 -0.47
C -0.54 -1.85 0.79
C 0.07 -0.52 0.76
C 1.23 0.53 0.30
H 0.95 2.79 -1.01
H -1.27 2.20 -1.25
H -2.04 0.41 0.50
H -0.45 -1.13 -1.42
H -1.43 -1.88 1.36
H 0.06 -2.77 0.87
H 1.85 0.06 -0.47
H 1.76 0.65 1.17
*
```

The molecule's natural (NBO) atomic charges, reported in e, are given here: C -0.235; C -0.190; C -0.264; C -0.238; C -0.369; C -0.028; C -0.382; H 0.251; H 0.203; H 0.194; H 0.209; H 0.202; H 0.230; H 0.211; H 0.207

Computed relative energies in units of kJ/mol: arrangement 1 0.0; arrangement 2 114.3

Arrangement 1

The following is a DFT calculation (ωB97M-V/def2-TZVPD) of the molecule C7H8.

Kohn-Sham gap: 10.43 eV
Molecular weight: 92.14 u
LUMO energy: 0.947 eV
HOMO level: -9.486 eV

```
! RIJCOSX wB97M-V def2-TZVPD def2/J DEFGRID3
* xyz 0 1
C 2.57 0.69 0.25
C 1.56 1.08 -0.28
C 0.24 1.05 -0.91
C -0.29 -0.03 0.09
C -0.05 -1.47 -0.39
C -1.59 0.20 0.70
C -2.54 0.40 1.40
H 3.10 0.13 0.99
H 0.35 0.72 -1.95
H -0.34 1.98 -0.89
H 0.38 0.25 0.95
H -0.92 -1.86 -0.94
H 0.82 -1.54 -1.05
H 0.12 -2.13 0.46
H -3.40 0.58 2.01
*
```

The molecule's natural (NBO) atomic charges, reported in e, are given here: C -0.273; C 0.000; C -0.463; C -0.295; C -0.596; C -0.009; C -0.239; H 0.238; H 0.238; H 0.245; H 0.264; H 0.217; H 0.218; H 0.220; H 0.235

Arrangement 2

The following is a DFT calculation (ωB97M-V/def2-TZVPD) of the molecule C7H8.

Kohn-Sham gap: 8.56 eV
Molecular weight: 92.14 u
LUMO energy: -0.378 eV
HOMO level: -8.933 eV

```
! RIJCOSX wB97M-V def2-TZVPD def2/J DEFGRID3
* xyz 0 1
C 1.45 2.18 0.28
C 0.51 1.13 0.32
C -0.03 -2.54 -0.54
C -0.13 -1.21 -0.51
C -0.67 0.59 1.11
C 0.32 2.17 -0.76
C 0.36 -0.35 0.57
H -0.24 -3.21 -1.38
H 0.31 -3.18 0.34
H -0.57 -0.68 -1.33
H -0.75 0.48 2.26
H -1.63 0.64 0.73
H -0.69 2.57 -0.71
H 0.69 2.20 -1.77
H 1.04 -0.80 1.39
*
```

The molecule's natural (NBO) atomic charges, reported in e, are given here: C 0.214; C -0.272; C -0.395; C -0.188; C -0.338; C -0.554; C -0.231; H 0.206; H 0.191; H 0.206; H 0.229; H 0.216; H 0.246; H 0.234; H 0.237

Computed relative energies in units of kJ/mol: arrangement 1 0.0; arrangement 2 200.7

Arrangement 1

The following is a DFT calculation (ωB97M-V/def2-TZVPD) of the molecule C7H8.

Kohn-Sham gap (alpha / beta): 7.80 / 7.80 eV
Molecular weight: 92.14 u
LUMO energy (alpha / beta): -0.557 / -0.557 eV
HOMO level (alpha / beta): -8.354 / -8.353 eV

```
! RIJCOSX wB97M-V def2-TZVPD def2/J DEFGRID3
* xyz 0 1
C 0.08 1.49 0.62
C 0.20 0.04 0.23
C 1.16 -0.47 -0.78
C -0.25 -0.34 -1.25
C -0.69 0.46 -2.37
C -0.17 -0.91 1.28
C -0.43 -1.69 2.16
H 0.65 1.69 1.53
H 0.44 2.12 -0.20
H -0.97 1.74 0.82
H -0.97 -1.05 -0.88
H 1.85 0.27 -1.17
H 1.58 -1.46 -0.63
H -1.79 0.50 -2.29
H -0.68 -2.40 2.93
*
```

The molecule's natural (NBO) atomic charges, reported in e, are given here: C -0.598; C 0.002; C -0.388; C -0.444; C -0.069; C -0.042; C -0.198; H 0.223; H 0.226; H 0.222; H 0.265; H 0.235; H 0.230; H 0.093; H 0.243

Arrangement 2

The following is a DFT calculation (ωB97M-V/def2-TZVPD) of the molecule C7H8.

Kohn-Sham gap: 8.20 eV
Molecular weight: 92.14 u
LUMO energy: -0.245 eV
HOMO level: -8.446 eV

```
! RIJCOSX wB97M-V def2-TZVPD def2/J DEFGRID3
* xyz 0 1
C 0.20 0.26 -1.62
C 0.26 0.16 -0.11
C 0.82 -1.02 0.57
C -0.72 -0.85 0.63
C -1.47 -1.72 -0.22
C 0.38 1.42 0.59
C 0.50 2.47 1.18
H 1.10 0.74 -2.01
H 0.09 -0.73 -2.06
H -0.67 0.87 -1.92
H -1.09 -0.42 1.56
H 1.16 -1.84 -0.04
H 1.32 -0.88 1.52
H -2.47 -1.87 0.24
H 0.59 3.40 1.71
*
```

The molecule's natural (NBO) atomic charges, reported in e, are given here: C -0.600; C -0.057; C -0.332; C -0.403; C -0.106; C -0.019; C -0.208; H 0.219; H 0.246; H 0.220; H 0.210; H 0.241; H 0.238; H 0.112; H 0.240

Arrangement 3

The following is a DFT calculation (ωB97M-V/def2-TZVPD) of the molecule C7H8.

Kohn-Sham gap: 9.58 eV
Molecular weight: 92.14 u
LUMO energy: 0.900 eV
HOMO level: -8.678 eV

```
! RIJCOSX wB97M-V def2-TZVPD def2/J DEFGRID3
* xyz 0 1
C 2.92 0.73 -0.06
C 1.76 0.86 -0.36
C 0.35 1.00 -0.74
C -0.47 -0.16 -0.22
C -0.10 -1.57 -0.55
C -1.49 0.04 0.56
C -2.25 0.25 1.58
H 3.96 0.62 0.19
H 0.27 1.05 -1.83
H -0.04 1.94 -0.34
H 0.19 -1.62 -1.60
H 0.72 -1.94 0.07
H -0.97 -2.21 -0.40
H -1.50 0.80 2.16
H -3.34 0.21 1.55
*
```

The molecule's natural (NBO) atomic charges, reported in e, are given here: C -0.258; C 0.014; C -0.487; C -0.116; C -0.615; C 0.135; C -0.544; H 0.240; H 0.235; H 0.244; H 0.214; H 0.222; H 0.224; H 0.256; H 0.235

Arrangement 4

The following is a DFT calculation (ωB97M-V/def2-TZVPD) of the molecule C7H8.

Kohn-Sham gap: 10.96 eV
Molecular weight: 92.14 u
LUMO energy: 1.015 eV
HOMO level: -9.940 eV

```
! RIJCOSX wB97M-V def2-TZVPD def2/J DEFGRID3
* xyz 0 1
C -0.79 -2.53 -1.67
C -0.38 -1.90 -0.73
C 0.11 -1.11 0.41
C -0.37 0.35 0.36
C 0.09 1.11 -0.90
C 0.14 1.14 1.48
C 0.66 1.93 2.23
H -1.16 -3.09 -2.50
H 1.21 -1.13 0.43
H -0.23 -1.58 1.34
H -1.47 0.34 0.39
H 1.18 1.18 -0.89
H -0.23 0.62 -1.82
H -0.31 2.13 -0.87
H 1.12 2.66 2.86
*
```

The molecule's natural (NBO) atomic charges, reported in e, are given here: C -0.244; C -0.008; C -0.467; C -0.284; C -0.591; C 0.009; C -0.255; H 0.239; H 0.237; H 0.242; H 0.232; H 0.211; H 0.221; H 0.220; H 0.239

Computed relative energies in units of kJ/mol: arrangement 1 317.4; arrangement 2 241.1; arrangement 3 71.7; arrangement 4 0.0

Arrangement 1

The following is a DFT calculation (ωB97M-V/def2-TZVPD) of the molecule C7H8.

Kohn-Sham gap: 10.97 eV
Molecular weight: 92.14 u
LUMO energy: 1.016 eV
HOMO level: -9.955 eV

```
! RIJCOSX wB97M-V def2-TZVPD def2/J DEFGRID3
* xyz 0 1
C 2.97 0.97 -0.49
C 1.76 0.92 -0.48
C 0.30 0.91 -0.45
C -0.30 -0.19 0.46
C -0.13 -1.59 -0.14
C -1.72 0.12 0.70
C -2.87 0.42 0.88
H 4.03 1.04 -0.50
H -0.10 0.79 -1.47
H -0.04 1.89 -0.09
H 0.23 -0.15 1.42
H -0.65 -1.67 -1.10
H 0.93 -1.81 -0.30
H -0.54 -2.35 0.53
H -3.89 0.69 1.05
*
```

The molecule's natural (NBO) atomic charges, reported in e, are given here: C -0.241; C -0.012; C -0.465; C -0.282; C -0.594; C -0.011; C -0.237; H 0.238; H 0.235; H 0.246; H 0.235; H 0.210; H 0.221; H 0.220; H 0.238

Arrangement 2

The following is a DFT calculation (ωB97M-V/def2-TZVPD) of the molecule C7H8.

Kohn-Sham gap: 10.60 eV
Molecular weight: 92.14 u
LUMO energy: 0.833 eV
HOMO level: -9.767 eV

```
! RIJCOSX wB97M-V def2-TZVPD def2/J DEFGRID3
* xyz 0 1
C 1.16 -0.63 -2.76
C 0.91 -0.80 -1.59
C 0.59 -1.04 -0.17
C -0.33 0.02 0.51
C -1.25 0.89 -0.36
C 0.32 0.71 1.64
C 0.58 0.93 2.80
H 1.41 -0.53 -3.80
H 1.51 -1.08 0.42
H 0.13 -2.03 -0.06
H -0.98 -0.55 1.18
H -0.70 1.59 -1.00
H -1.95 0.32 -0.98
H -1.84 1.47 0.35
H 0.44 0.74 3.84
*
```

The molecule's natural (NBO) atomic charges, reported in e, are given here: C -0.258; C 0.007; C -0.476; C -0.278; C -0.599; C 0.004; C -0.268; H 0.241; H 0.251; H 0.239; H 0.238; H 0.221; H 0.219; H 0.220; H 0.239

Arrangement 3

The following is a DFT calculation (ωB97M-V/def2-TZVPD) of the molecule C7H8.

Kohn-Sham gap: 9.96 eV
Molecular weight: 92.14 u
LUMO energy: 1.089 eV
HOMO level: -8.871 eV

```
! RIJCOSX wB97M-V def2-TZVPD def2/J DEFGRID3
* xyz 0 1
C -0.17 1.22 -1.78
C -0.06 0.49 -0.50
C -0.67 0.84 0.65
C -0.42 0.07 1.73
C 0.13 -1.19 1.72
C 0.60 -1.62 0.43
C 0.62 -0.77 -0.64
H -0.49 0.65 -2.64
H 0.96 1.54 -2.02
H -0.79 2.14 -1.75
H -1.45 1.68 0.65
H -0.65 0.32 2.71
H 0.12 -1.70 2.65
H 1.18 -2.57 0.41
H 1.10 -1.09 -1.61
*
```

The molecule's natural (NBO) atomic charges, reported in e, are given here: C -0.626; C -0.004; C -0.238; C -0.194; C -0.229; C -0.196; C -0.229; H 0.221; H 0.214; H 0.216; H 0.219; H 0.201; H 0.217; H 0.208; H 0.219

Computed relative energies in units of kJ/mol: arrangement 1 261.3; arrangement 2 348.2; arrangement 3 0.0

Arrangement 1

The following is a DFT calculation (ωB97M-V/def2-TZVPD) of a structure of composition C7H8.

Kohn-Sham gap (alpha / beta): 8.35 / 8.31 eV
Molecular weight: 92.14 u
LUMO energy (alpha / beta): -0.023 / -0.056 eV
HOMO level (alpha / beta): -8.376 / -8.363 eV

```
! RIJCOSX wB97M-V def2-TZVPD def2/J DEFGRID3
* xyz 0 1
C -0.18 0.93 -1.40
C 0.16 -0.10 -0.32
C 1.03 -1.25 -0.81
C 0.60 0.52 0.94
C -0.14 0.68 2.05
C -1.04 -0.52 0.45
C -1.33 -0.08 1.69
H -0.80 1.72 -0.99
H -0.72 0.44 -2.21
H 0.75 1.36 -1.79
H 1.97 -0.85 -1.20
H 1.25 -1.95 0.00
H 0.51 -1.79 -1.61
H 0.15 1.20 2.95
H -2.23 -0.31 2.26
*
```

The molecule's natural (NBO) atomic charges, reported in e, are given here: C -0.568; C -0.237; C -0.573; C 0.144; C -0.333; C 0.128; C -0.331; H 0.227; H 0.217; H 0.216; H 0.216; H 0.227; H 0.217; H 0.226; H 0.223

Arrangement 2

The following is a DFT calculation (ωB97M-V/def2-TZVPD) of a structure of composition C7H8.

Kohn-Sham gap (alpha / beta): 8.60 / 7.32 eV
Molecular weight: 92.14 u
LUMO energy (alpha / beta): 0.834 / 0.034 eV
HOMO level (alpha / beta): -7.768 / -7.282 eV

```
! RIJCOSX wB97M-V def2-TZVPD def2/J DEFGRID3
* xyz 0 1
C -1.65 1.01 -0.15
C -1.36 -0.04 -1.07
C 1.56 -0.07 -0.16
C 2.26 1.00 -0.08
C 0.68 -1.22 0.09
C -1.21 0.32 0.93
C -0.86 -0.87 0.08
H -2.14 2.03 -0.20
H -1.80 -0.36 -1.92
H 2.30 1.76 0.73
H 3.04 1.26 -0.92
H 0.72 -1.91 -0.75
H 0.68 -1.71 1.14
H -1.05 0.69 1.88
H -1.17 -1.90 0.41
*
```

The molecule's natural (NBO) atomic charges, reported in e, are given here: C -0.223; C -0.138; C 0.128; C -0.516; C -0.499; C -0.163; C -0.267; H 0.213; H 0.184; H 0.205; H 0.206; H 0.228; H 0.225; H 0.200; H 0.217

Arrangement 3

The following is a DFT calculation (ωB97M-V/def2-TZVPD) of the molecule C7H8.

Kohn-Sham gap: 11.02 eV
Molecular weight: 92.14 u
LUMO energy: 0.935 eV
HOMO level: -10.085 eV

```
! RIJCOSX wB97M-V def2-TZVPD def2/J DEFGRID3
* xyz 0 1
C 0.01 0.98 1.20
C 0.37 -0.28 0.42
C 0.28 -0.12 -1.11
C -1.09 0.16 -1.55
C -2.22 0.39 -1.90
C 2.13 -0.41 0.65
C 1.55 -1.44 1.10
H 0.68 1.80 0.94
H -1.03 1.27 0.98
H 0.10 0.80 2.28
H -0.37 -1.04 0.68
H 0.95 0.69 -1.42
H 0.65 -1.03 -1.59
H -3.22 0.60 -2.22
H 1.22 -2.36 1.53
*
```

The molecule's natural (NBO) atomic charges, reported in e, are given here: C -0.616; C -0.181; C -0.490; C -0.012; C -0.241; C -0.045; C -0.323; H 0.224; H 0.223; H 0.221; H 0.244; H 0.251; H 0.247; H 0.239; H 0.260

Computed relative energies in units of kJ/mol: arrangement 1 0.0; arrangement 2 121.1; arrangement 3 22.1

Arrangement 1

The following is a DFT calculation (ωB97M-V/def2-TZVPD) of the ion C3H3O3S with charge -1.

Kohn-Sham gap: 6.10 eV
Molecular weight: 119.12 u
LUMO energy: 3.469 eV
HOMO level: -2.632 eV

```
! RIJCOSX wB97M-V def2-TZVPD def2/J DEFGRID3
* xyz -1 1
O -0.33 -2.37 0.27
C -0.67 -1.20 0.46
O -1.62 -0.90 1.49
C -0.20 -0.01 -0.10
S -0.85 1.58 0.15
C 1.42 0.08 -1.08
O 1.97 1.18 -1.15
H -1.65 0.16 1.51
H 0.26 2.35 0.01
H 1.67 -0.86 -1.56
*
```

The molecule's natural (NBO) atomic charges, reported in e, are given here: O -0.717; C 0.656; O -0.767; C -0.635; S -0.096; C 0.434; O -0.616; H 0.464; H 0.143; H 0.134

Arrangement 2

The following is a DFT calculation (ωB97M-V/def2-TZVPD) of the ion C3H3O3S with charge -1.

Kohn-Sham gap: 8.50 eV
Molecular weight: 119.12 u
LUMO energy: 3.698 eV
HOMO level: -4.804 eV

```
! RIJCOSX wB97M-V def2-TZVPD def2/J DEFGRID3
* xyz -1 1
C 1.74 0.28 0.63
C -1.74 -1.03 0.20
C 1.16 0.94 -0.54
O -2.92 -0.76 0.27
O -1.13 -1.79 -0.56
O -0.93 -0.30 1.20
S 0.66 -0.55 1.47
H 0.18 1.13 -0.44
H 1.72 1.77 -0.82
H 1.25 0.31 -1.40
*
```

The molecule's natural (NBO) atomic charges, reported in e, are given here: C -0.381; C 0.951; C -0.727; O -0.731; O -0.770; O -0.797; S 0.797; H 0.212; H 0.198; H 0.249

Computed relative energies in units of kJ/mol: arrangement 1 34.6; arrangement 2 0.0